# H30O15

15 unconnected molecules or ions with the total composition H30O15 in a non-equilibrium geometry (the ωB97M-V functional and the def2-TZVPD basis, OMol25).

```
45
H30O15 | OMol25 | the ωB97M-V functional and the def2-TZVPD basis
O 0.13 -0.16 -0.12
H -0.23 0.00 0.71
H 0.84 0.44 -0.38
O -2.73 -1.65 1.95
H -2.25 -0.84 1.94
H -2.94 -1.77 2.92
O -1.66 2.29 0.41
H -1.29 2.06 1.34
H -0.85 2.65 0.02
O 2.18 0.29 -3.85
H 1.86 0.87 -3.10
H 2.01 0.85 -4.61
O 0.01 1.75 -2.66
H 0.02 2.48 -2.03
H 0.49 2.13 -3.40
O 2.59 0.54 -0.66
H 3.12 0.54 0.14
H 2.70 -0.38 -0.87
O -2.56 0.34 -1.49
H -3.18 0.93 -1.07
H -1.70 0.64 -1.20
O -0.16 -2.43 3.19
H -0.95 -2.93 3.06
H -0.27 -1.58 2.79
O 0.50 3.60 -0.50
H 1.48 3.35 -0.65
H 0.43 4.54 -0.58
O -0.68 0.19 2.47
H -1.15 0.69 3.16
H 0.07 0.80 2.34
O 2.31 -1.86 1.11
H 1.66 -2.15 0.52
H 2.61 -2.74 1.44
O -0.19 -3.05 0.48
H -0.95 -2.60 0.01
H -0.21 -2.83 1.43
O 0.50 -1.69 -2.16
H -0.01 -1.33 -2.89
H 0.26 -1.32 -1.30
O -2.42 -2.41 -1.00
H -2.38 -1.42 -1.09
H -1.86 -2.66 -1.71
O 1.36 1.69 1.93
H 1.19 2.64 2.03
H 2.27 1.51 1.97
```

Total energy = -31199.3353 eV
Charge = 0
ΔE to the lowest compared entry with this formula, charge and spin = 2.330 eV
LUMO = -0.93 eV
Frontier orbital gap = 8.6 eV

Table of Löwdin atomic charges, one value per atom, all in e:
1. O -0.037
2. H -0.029
3. H 0.014
4. O -0.038
5. H -0.018
6. H 0.073
7. O -0.073
8. H 0.065
9. H -0.033
10. O -0.075
11. H 0.016
12. H 0.020
13. O -0.038
14. H 0.008
15. H 0.041
16. O -0.033
17. H 0.045
18. H 0.043
19. O -0.045
20. H 0.049
21. H -0.014
22. O -0.044
23. H 0.028
24. H -0.025
25. O -0.062
26. H 0.132
27. H 0.070
28. O -0.083
29. H 0.097
30. H 0.008
31. O -0.047
32. H -0.045
33. H 0.079
34. O -0.093
35. H 0.008
36. H -0.020
37. O -0.061
38. H 0.031
39. H -0.035
40. O -0.059
41. H 0.019
42. H 0.014
43. O 0.004
44. H 0.089
45. H 0.056


# H30O15

15 unconnected molecules or ions with the total composition H30O15 in a non-equilibrium geometry (the ωB97M-V functional and the def2-TZVPD basis, OMol25).

```
45
H30O15 | OMol25 | the ωB97M-V functional and the def2-TZVPD basis
O -1.05 0.59 2.66
H -1.39 -0.30 2.93
H -0.82 0.43 1.74
O -0.07 0.31 0.22
H -0.49 0.56 -0.59
H 0.06 -0.64 0.23
O 2.75 -0.37 -0.08
H 3.50 0.22 0.12
H 2.30 -0.57 0.74
O 0.03 -2.44 0.27
H -0.87 -2.52 0.56
H 0.15 -3.14 -0.37
O -3.15 1.68 0.68
H -2.82 1.55 1.57
H -3.11 0.79 0.30
O 2.28 -3.50 1.34
H 2.32 -4.41 0.95
H 1.50 -3.14 0.92
O 1.56 -1.29 -2.46
H 1.85 -0.99 -1.59
H 1.45 -0.54 -3.00
O -1.13 -1.54 -2.20
H -0.23 -1.30 -1.96
H -1.22 -2.49 -2.00
O 2.49 2.16 -1.52
H 2.28 1.47 -0.91
H 3.04 2.66 -0.94
O -2.98 0.29 -3.02
H -2.28 -0.36 -2.75
H -3.72 0.15 -2.43
O -3.09 -0.86 -0.23
H -2.55 -1.11 -1.00
H -3.24 -1.67 0.30
O 1.76 -0.94 2.60
H 1.67 -0.21 3.20
H 2.68 -1.17 2.69
O -0.67 3.44 1.54
H -0.81 2.54 1.88
H -0.38 3.83 2.43
O -0.81 1.60 -2.30
H -0.83 2.51 -2.01
H -1.72 1.44 -2.59
O 2.21 2.17 1.42
H 1.41 1.99 0.95
H 2.16 3.11 1.69
```

Total energy = -31200.4434 eV
Charge = 0
ΔE to the lowest compared entry with this formula, charge and spin = 1.222 eV
LUMO = -0.82 eV
Frontier orbital gap = 9.5 eV

Table of Löwdin atomic charges, one value per atom, all in e:
1. O -0.074
2. H 0.075
3. H -0.040
4. O -0.025
5. H 0.014
6. H -0.007
7. O -0.052
8. H 0.077
9. H -0.010
10. O -0.015
11. H 0.071
12. H 0.078
13. O -0.073
14. H 0.003
15. H -0.030
16. O -0.070
17. H 0.060
18. H -0.040
19. O -0.016
20. H -0.001
21. H 0.036
22. O -0.063
23. H 0.004
24. H 0.090
25. O -0.034
26. H -0.050
27. H 0.020
28. O -0.055
29. H 0.009
30. H 0.036
31. O -0.050
32. H 0.010
33. H 0.074
34. O -0.037
35. H 0.044
36. H 0.049
37. O -0.075
38. H -0.016
39. H 0.077
40. O -0.048
41. H 0.060
42. H -0.001
43. O -0.056
44. H -0.015
45. H 0.066